No. 1
Entry from the OMol25 dataset: a structure of composition C16H31F3O3P2PtS (ωB97M-V/def2-TZVPD).

Positions of all 57 atoms, in Å:
P 0.75 -3.48 -1.37
P 1.74 -0.48 -1.51
C 0.36 -2.44 -2.84
C 1.58 -1.52 -3.07
H -0.59 -1.92 -2.61
H 0.19 -3.13 -3.68
H 2.50 -2.11 -3.12
H 1.58 -0.81 -3.91
C 0.31 0.66 -1.75
H 0.13 1.26 -0.84
H -0.60 0.10 -2.02
H 0.64 1.30 -2.60
C 3.08 0.75 -1.40
H 3.29 1.05 -2.44
H 3.99 0.36 -0.93
H 2.72 1.62 -0.81
C -0.76 -4.03 -0.55
H -0.50 -4.64 0.33
H -1.33 -4.65 -1.25
H -1.32 -3.15 -0.21
C 1.45 -4.99 -2.09
H 1.63 -4.85 -3.17
H 0.70 -5.77 -1.90
H 2.36 -5.29 -1.57
Pt 1.75 -2.08 -0.18
C -1.57 4.67 -0.42
C -2.66 4.03 0.03
C -3.34 2.93 -0.68
C -2.81 1.61 -0.07
C -1.74 1.71 1.02
C -0.50 2.23 1.10
C 0.22 3.54 1.10
C -0.39 4.83 0.50
C 1.88 -3.27 1.46
H -1.53 5.14 -1.41
H -2.98 4.19 1.06
H -3.16 3.00 -1.76
H -4.42 2.94 -0.51
H -3.64 1.09 0.41
H -2.44 0.93 -0.85
H -1.96 0.98 1.82
H 0.26 1.46 1.39
H 1.23 3.38 0.68
H 0.45 3.75 2.17
H -0.71 5.37 1.40
H 0.38 5.42 0.00
H 2.31 -2.60 2.21
H 2.58 -4.09 1.22
H 0.90 -3.63 1.80
F -1.17 0.15 5.57
C -0.34 0.48 4.56
F -0.86 1.58 3.95
F 0.86 0.81 5.11
S -0.15 -0.92 3.32
O 0.33 -2.01 4.15
O -1.51 -1.05 2.79
O 0.84 -0.41 2.35

## Properties
Kohn-Sham gap (alpha / beta) (eV): 3.389 / 3.594
HOMO energy (alpha / beta) (eV): -11.52 / -14.34
Expectation value of S²: 6.02
Total charge: +2
LUMO energy (alpha / beta) (eV): -8.13 / -10.74
2S+1: 5
Energy relative to the best compared isomer or geometry (same formula, charge and spin) (eV): 1.537

natural (NBO) population analysis, charges in e, atoms 1 to 6: atom 1 (P): 1.05, atom 2 (P): 1.08, atom 3 (C): -0.73, atom 4 (C): -0.70, atom 5 (H): 0.23, atom 6 (H): 0.26



No. 2
Entry from the OMol25 dataset: a structure of composition C16H31F3O3P2STc (ωB97M-V/def2-TZVPD).

Positions of all 57 atoms, in Å:
P -1.30 -1.71 -3.96
P -0.56 2.12 -4.73
C -1.43 -0.46 -5.34
C -0.25 0.53 -5.47
H -2.40 0.06 -5.33
H -1.40 -1.16 -6.17
H 0.72 0.17 -5.06
H -0.09 0.77 -6.53
C -2.28 2.54 -4.67
H -2.49 3.20 -3.82
H -2.90 1.64 -4.53
H -2.60 3.01 -5.60
C 0.41 3.29 -5.86
H -0.01 3.35 -6.88
H 1.47 2.98 -5.91
H 0.46 4.31 -5.44
C -2.54 -3.13 -4.00
H -2.27 -3.91 -3.28
H -2.25 -3.49 -4.99
H -3.63 -2.94 -3.96
C 0.04 -2.53 -4.78
H 0.81 -1.81 -5.00
H -0.35 -2.90 -5.73
H 0.50 -3.36 -4.23
Tc -2.81 -0.80 -2.82
C 2.44 2.47 -3.60
C 1.08 2.39 -3.31
C 0.50 1.17 -2.55
C 1.34 -0.03 -2.06
C 2.19 -0.97 -2.82
C 2.88 -0.76 -3.97
C 3.74 0.38 -4.31
C 3.47 1.53 -3.24
C -2.27 -2.35 -1.34
H 2.84 3.37 -4.05
H 0.69 3.39 -2.99
H -0.37 0.79 -3.11
H -0.08 1.58 -1.71
H 1.85 0.44 -1.21
H 0.54 -0.68 -1.66
H 1.97 -2.05 -2.60
H 2.74 -1.55 -4.68
H 3.60 0.73 -5.35
H 4.83 0.17 -4.18
H 3.36 1.00 -2.28
H 4.44 2.04 -3.20
H -1.54 -1.97 -0.62
H -1.91 -3.37 -1.63
H -3.15 -2.61 -0.70
F -2.95 0.59 2.18
C -2.22 0.18 1.13
F -1.05 0.87 1.13
F -1.90 -1.11 1.38
S -3.09 0.71 -0.53
O -4.13 -0.18 -1.10
O -3.24 2.16 -0.36
O -1.96 0.50 -1.54

## Properties
Kohn-Sham gap (alpha / beta) (eV): 6.447 / 6.990
HOMO energy (alpha / beta) (eV): -13.81 / -14.68
Expectation value of S²: 3.80
Total charge: +2
LUMO energy (alpha / beta) (eV): -7.36 / -7.69
2S+1: 4
Energy relative to the best compared isomer or geometry (same formula, charge and spin) (eV): 4.888

natural (NBO) population analysis, charges in e, atoms 1 to 6: atom 1 (P): 1.20, atom 2 (P): 1.37, atom 3 (C): -0.72, atom 4 (C): -0.81, atom 5 (H): 0.23, atom 6 (H): 0.27



No. 3
Entry from the OMol25 dataset: a cluster of 2 separate species, C16H31F5NO3S in total (ωB97M-V/def2-TZVPD).

Positions of all 57 atoms, in Å:
O 1.79 -1.48 4.89
S 0.67 -0.62 4.60
O 0.31 -0.88 3.01
O 1.26 0.88 4.29
C 2.56 1.18 4.86
C 3.75 0.81 3.99
C 3.63 1.35 2.57
C 4.68 0.74 1.66
F 5.94 0.92 2.17
F 4.49 -0.61 1.54
C 4.68 1.34 0.20
F 4.91 0.39 -0.71
F 3.47 1.89 -0.09
F 5.60 2.30 0.07
H 0.61 -0.11 2.50
H 2.63 0.71 5.84
H 2.54 2.27 5.02
H 4.62 1.25 4.48
H 3.89 -0.27 3.99
H 2.65 1.10 2.14
H 3.74 2.44 2.56
C -2.87 1.04 0.91
C -1.52 0.60 0.36
C -1.19 1.17 -1.01
C -2.01 0.74 -2.22
N -2.07 -0.72 -2.62
C -3.01 -1.52 -1.76
C -4.40 -1.08 -2.17
C -4.28 -0.74 -3.67
C -2.78 -0.76 -3.97
C -0.71 -1.38 -2.77
C -0.01 -1.91 -1.51
C 1.19 -1.11 -1.00
H -3.69 0.85 0.20
H -3.11 0.52 1.83
H -2.87 2.11 1.13
H -1.47 -0.49 0.36
H -0.74 0.92 1.05
H -0.13 1.05 -1.24
H -1.35 2.26 -0.97
H -1.61 1.26 -3.09
H -3.05 1.05 -2.11
H -2.82 -2.57 -1.99
H -2.80 -1.35 -0.71
H -4.71 -0.20 -1.60
H -5.13 -1.85 -1.96
H -4.74 0.22 -3.91
H -4.78 -1.49 -4.29
H -2.43 0.07 -4.57
H -2.49 -1.69 -4.45
H -0.09 -0.67 -3.33
H -0.90 -2.23 -3.42
H 0.36 -2.90 -1.79
H -0.72 -2.09 -0.71
H 1.75 -0.65 -1.82
H 1.87 -1.77 -0.46
H 0.91 -0.32 -0.30

## Properties
Kohn-Sham gap (eV): 10.211
HOMO energy (eV): -12.55
Total charge: +1
LUMO energy (eV): -2.33

natural (NBO) population analysis, charges in e, atoms 1 to 6: atom 1 (O): -0.91, atom 2 (S): 1.76, atom 3 (O): -0.91, atom 4 (O): -0.75, atom 5 (C): -0.08, atom 6 (C): -0.44



No. 4
Entry from the OMol25 dataset: a structure of composition C16H31MnNP2Se (ωB97M-V/def2-TZVPD).

Positions of all 52 atoms, in Å:
P -0.16 -1.69 -1.46
P -0.02 1.80 -1.66
C -0.45 -0.63 -2.92
C 0.33 0.68 -3.04
H -1.54 -0.51 -3.04
H -0.16 -1.27 -3.77
H 1.41 0.56 -3.13
H 0.00 1.26 -3.91
C -1.53 2.63 -2.20
H -1.85 3.41 -1.47
H -2.37 1.93 -2.35
H -1.30 3.12 -3.16
C 1.25 3.08 -1.84
H 0.94 3.69 -2.71
H 2.24 2.62 -2.04
H 1.30 3.72 -0.93
C -1.22 -3.07 -1.95
H -1.20 -3.85 -1.18
H -0.78 -3.45 -2.89
H -2.24 -2.68 -2.13
C 1.48 -2.33 -1.89
H 2.23 -1.55 -2.08
H 1.34 -2.88 -2.83
H 1.87 -3.05 -1.15
Mn -0.42 -1.66 3.38
C 0.67 2.35 1.39
C -0.65 2.07 1.51
C -1.50 1.07 0.80
C -1.66 -0.48 0.80
C -0.52 -1.48 0.23
C 0.82 -1.19 0.89
C 1.34 0.08 0.35
C 1.76 1.33 1.21
C 0.54 -3.03 4.49
H 0.99 3.33 1.81
H -1.20 2.62 2.30
H -1.35 1.30 -0.30
H -2.52 1.48 0.97
H -2.16 -0.82 1.75
H -2.48 -0.67 0.09
H -0.88 -2.51 0.41
H 1.49 -2.05 0.73
H 0.53 0.50 -0.28
H 2.15 -0.18 -0.35
H 2.08 0.94 2.18
H 2.64 1.83 0.78
H 1.41 -2.55 4.93
H 0.70 -3.79 3.73
H -0.33 -3.17 5.14
Se -0.37 2.11 6.74
C -0.37 0.92 5.44
N -0.36 0.08 4.61

## Properties
Kohn-Sham gap (alpha / beta) (eV): 5.976 / 6.324
HOMO energy (alpha / beta) (eV): -6.23 / -6.71
Expectation value of S²: 8.77
LUMO energy (alpha / beta) (eV): -0.25 / -0.39
2S+1: 6
Energy relative to the best compared isomer or geometry (same formula, charge and spin) (eV): 2.012

natural (NBO) population analysis, charges in e, atoms 1 to 6: atom 1 (P): 1.65, atom 2 (P): 0.93, atom 3 (C): -0.74, atom 4 (C): -0.75, atom 5 (H): 0.25, atom 6 (H): 0.25



No. 5
Entry from the OMol25 dataset: a cluster of 4 separate species, C16H31N2O9 in total (ωB97M-V/def2-TZVPD).

Positions of all 58 atoms, in Å:
C 6.92 3.32 2.21
C 5.38 3.43 1.97
C 4.38 2.46 1.61
N 3.14 3.18 1.49
C 3.41 4.48 1.78
N 4.73 4.68 2.09
H 7.20 3.12 3.27
H 7.35 4.33 1.94
H 7.34 2.58 1.48
H 4.56 1.37 1.46
H 2.24 2.78 1.22
H 2.65 5.30 1.77
H 5.18 5.55 2.35
C -3.27 -0.60 -0.11
C -3.11 0.28 1.11
O -1.91 1.07 1.04
C -1.93 2.09 0.19
O -2.85 2.41 -0.52
O -0.72 2.69 0.23
C -0.58 3.75 -0.73
H -2.38 -1.23 -0.24
H -4.14 -1.24 -0.01
H -3.38 -0.02 -1.02
H -3.03 -0.34 2.00
H -3.98 0.93 1.25
H -1.38 4.48 -0.63
H -0.58 3.33 -1.74
H 0.37 4.24 -0.55
C 4.87 -2.94 4.63
C 4.27 -3.83 3.55
O 2.89 -3.51 3.31
C 2.66 -2.38 2.64
O 3.49 -1.62 2.22
O 1.33 -2.22 2.54
C 0.96 -0.99 1.93
H 4.27 -3.01 5.54
H 5.89 -3.25 4.85
H 4.88 -1.89 4.33
H 4.29 -4.86 3.88
H 4.84 -3.77 2.62
H 1.44 -0.87 0.95
H 1.22 -0.16 2.59
H -0.12 -0.99 1.79
C -5.07 -4.10 -6.05
C -5.24 -3.97 -4.55
O -4.66 -2.75 -4.07
C -5.35 -1.63 -4.34
O -6.39 -1.57 -4.93
O -4.66 -0.59 -3.84
C -5.24 0.68 -4.16
H -4.02 -4.01 -6.33
H -5.45 -5.07 -6.40
H -5.61 -3.32 -6.59
H -4.70 -4.78 -4.06
H -6.28 -4.04 -4.25
H -6.28 0.73 -3.84
H -5.16 0.87 -5.23
H -4.67 1.44 -3.63

## Properties
Kohn-Sham gap (eV): 8.788
HOMO energy (eV): -12.06
Total charge: +1
LUMO energy (eV): -3.27

natural (NBO) population analysis, charges in e, atoms 1 to 6: atom 1 (C): -0.66, atom 2 (C): 0.17, atom 3 (C): -0.07, atom 4 (N): -0.47, atom 5 (C): 0.26, atom 6 (N): -0.48



No. 6
Entry from the OMol25 dataset: the molecule C16H31NO2 (ωB97M-V/def2-TZVPD).

Positions of all 50 atoms, in Å:
C 2.28 -6.09 -0.32
C 2.15 -4.73 -1.02
C 3.38 -3.88 -0.71
C 0.86 -4.04 -0.58
C 0.51 -2.80 -1.40
C -0.83 -2.21 -0.97
C -1.20 -0.92 -1.72
C -2.68 -0.92 -2.10
C -0.90 0.34 -0.90
C 0.57 0.52 -0.57
O 0.80 1.80 0.04
C 0.58 1.89 1.34
O 0.27 0.97 2.05
C 0.76 3.32 1.82
N -0.33 4.13 1.33
C -1.65 3.68 1.77
C -2.50 4.95 1.96
C -1.62 6.06 1.38
C -0.22 5.54 1.66
H 1.43 -6.73 -0.56
H 2.31 -5.96 0.76
H 3.19 -6.60 -0.64
H 2.10 -4.90 -2.10
H 3.35 -2.94 -1.26
H 4.29 -4.41 -0.99
H 3.43 -3.66 0.35
H 0.03 -4.76 -0.67
H 0.94 -3.77 0.47
H 0.46 -3.07 -2.46
H 1.29 -2.06 -1.28
H -0.82 -2.01 0.10
H -1.61 -2.96 -1.15
H -0.61 -0.87 -2.65
H -2.94 -0.01 -2.64
H -2.91 -1.77 -2.74
H -3.30 -0.98 -1.21
H -1.47 0.30 0.04
H -1.23 1.22 -1.46
H 1.18 0.53 -1.48
H 0.92 -0.26 0.12
H 1.69 3.72 1.41
H 0.82 3.31 2.93
H -1.60 3.10 2.70
H -2.07 3.03 0.99
H -3.46 4.88 1.46
H -2.67 5.13 3.02
H -1.81 7.03 1.84
H -1.77 6.14 0.30
H 0.05 5.70 2.72
H 0.55 6.00 1.03

## Properties
Kohn-Sham gap (eV): 9.538
HOMO energy (eV): -8.59
LUMO energy (eV): 0.95
Energy relative to the best compared isomer or geometry (same formula, charge and spin) (eV): 0.834

natural (NBO) population analysis, charges in e, atoms 1 to 6: atom 1 (C): -0.60, atom 2 (C): -0.21, atom 3 (C): -0.61, atom 4 (C): -0.39, atom 5 (C): -0.39, atom 6 (C): -0.40